No. 1
Formula: C40H36ClMnN3Si2
Source: the Open Molecules 2025 dataset
Level of theory: ωB97M-V/def2-TZVPD

The geometry in XYZ format:
```
83
Properties=species:S:1:pos:R:3:lowdin_spin:R:1
C -1.8437 -0.0714 4.4985 0.030
C -2.4700 0.2677 3.2612 -0.023
C -2.2937 -0.8518 2.3591 0.008
H -3.1460 1.1277 3.0533 -0.001
C -1.5462 -1.8736 3.0663 0.023
C -1.3043 -1.3843 4.3848 -0.015
H -0.9489 -1.9894 5.2146 0.000
H -1.8793 0.5288 5.4136 0.004
H -2.7339 -0.9657 1.3508 0.007
H -1.3213 -2.8610 2.6438 0.006
Mn -0.3937 -0.0701 2.9310 2.718
Si 0.4650 -0.0889 -3.2029 0.002
C 0.6699 1.4645 -4.2854 0.001
C 1.7857 1.8656 -5.0790 0.000
H 2.7494 1.3545 -5.0035 0.000
C 1.6925 2.9403 -5.9785 0.000
H 2.5549 3.2509 -6.5828 0.000
C 0.4848 3.6600 -6.1441 0.000
H 0.4100 4.4955 -6.8550 0.000
C -0.6061 3.2606 -5.3868 0.000
H -1.5603 3.7876 -5.4735 0.000
C -0.5188 2.1664 -4.5043 0.000
H -1.4410 1.8889 -3.9796 0.000
C 0.8494 -1.4202 -4.4679 0.001
C 0.1765 -1.4336 -5.6997 0.000
H -0.5605 -0.6659 -5.9667 0.000
C 0.3190 -2.4969 -6.6183 0.000
H -0.2878 -2.5551 -7.5265 0.000
C 1.1776 -3.5530 -6.3540 0.000
H 1.2487 -4.4097 -7.0205 0.000
C 1.8908 -3.5440 -5.1419 0.000
H 2.5084 -4.4112 -4.9154 0.000
C 1.7388 -2.5022 -4.2280 0.000
H 2.2596 -2.5444 -3.2625 0.000
H -0.9724 -0.1636 -3.0533 0.000
Si 0.4595 -0.0439 -0.2258 0.090
C -0.3924 -1.7009 -0.4280 0.021
C -1.6486 -1.7361 -1.0872 0.008
H -2.1641 -0.7924 -1.3282 0.000
C -2.1891 -2.9632 -1.4737 0.000
H -3.0448 -2.9980 -2.1590 0.000
C -1.6328 -4.1590 -0.9990 0.011
H -2.0741 -5.1201 -1.2751 0.001
C -0.4919 -4.1165 -0.1915 -0.001
H -0.0632 -5.0396 0.1904 0.000
C 0.1301 -2.9076 0.0900 0.013
H 1.0350 -2.8676 0.7013 0.001
C -0.7318 1.4685 -0.3946 0.022
C -2.1348 1.4676 -0.2298 0.011
H -2.6342 0.5699 0.1612 0.001
C -2.9007 2.5734 -0.6553 -0.001
H -4.0015 2.5169 -0.6091 0.000
C -2.2462 3.6624 -1.2651 0.010
H -2.8226 4.4887 -1.7175 0.001
C -0.8363 3.6770 -1.4190 0.000
H -0.3221 4.4268 -2.0109 0.000
C -0.0825 2.6064 -0.9489 0.008
H 1.0174 2.5064 -1.0979 0.000
H 1.1607 -0.0781 -1.7600 0.002
Cl 2.5106 0.2063 0.2605 0.029
C 2.3059 -3.1288 6.6382 0.055
C 2.4901 -1.7941 7.0446 -0.006
C 2.2343 -0.7905 6.1447 0.044
C 1.7867 -1.1174 4.8484 0.001
C 1.6458 -2.4403 4.4117 0.052
C 1.9194 -3.4496 5.3405 -0.006
N 1.3016 -0.0406 4.0766 0.322
N 1.6964 1.1348 4.6155 0.267
C 1.0316 2.1873 4.0527 0.042
C 1.4383 3.4854 4.3759 0.043
C 0.6917 4.5362 3.8568 0.033
C -0.3961 4.2440 3.0270 0.060
C -0.7270 2.9234 2.7324 0.024
N 0.0041 1.8835 3.2071 0.068
H 2.5098 -3.9236 7.3666 0.003
H 2.8599 -1.5411 8.0328 -0.002
H 2.3440 0.2541 6.4374 0.005
H 1.3146 -2.6632 3.4011 0.005
H 1.8483 -4.4967 5.0460 -0.002
H 2.3087 3.5913 5.0246 0.000
H 0.9255 5.5728 4.0852 0.000
H -1.0080 5.0352 2.5941 0.003
H -1.5781 2.6876 2.0656 0.001
```

Kohn-Sham gap (spin up / spin down) in eV: 4.8 / 5.8
LUMO (spin up / spin down) in eV: -3.7781 / -4.2021
Energy in eV: -106123.8534
Net charge: +1
Spin multiplicity: 5
Highest occupied orbital energy (spin up / spin down) in Eh: -0.3136 / -0.3682

=====

No. 2
Formula: C20H56N6O5P3
Source: the Open Molecules 2025 dataset
Level of theory: ωB97M-V/def2-TZVPD

The geometry in XYZ format:
```
90
Properties=species:S:1:pos:R:3:mulliken_charge:R:1
C 3.4763 -0.8348 2.8186 -0.667
O 3.4486 0.5762 2.8239 -0.412
C 2.1994 1.1229 2.3933 -0.575
C 2.0653 1.2428 0.8793 -0.366
C 1.6430 -0.0327 0.1284 -0.351
C 0.1206 -0.1536 -0.0887 -1.358
P -0.8339 -1.0526 1.3487 0.033
C -2.4965 -0.1916 0.8559 -0.874
C -2.7042 1.2010 1.3974 -0.363
O -2.6655 1.2396 2.8556 -0.302
C -2.0414 2.3457 3.2865 0.358
O -2.6091 3.3669 3.5652 -0.527
H 2.4803 -1.2625 2.6717 0.329
H 3.8747 -1.2299 3.7566 0.256
H 4.0716 -1.1767 1.9622 0.089
H 2.1914 2.1353 2.8128 0.274
H 1.3632 0.5851 2.8454 0.456
H 3.0171 1.5947 0.4686 0.097
H 1.3200 2.0198 0.6812 0.444
H 2.0378 -0.9582 0.5507 0.317
H 2.0821 0.0520 -0.8736 0.218
H -0.2965 0.8416 -0.2741 0.363
H -0.0035 -0.8026 -0.9657 0.361
H -0.4856 0.0985 2.2296 -0.455
H -1.4960 -1.6955 2.5010 0.101
H -1.1843 -2.1966 0.4699 0.062
H 0.4245 -1.7527 1.7315 0.054
H -2.5085 -0.1215 -0.2364 0.367
H -3.3394 -0.8051 1.1909 0.274
H -1.9878 1.8944 0.9418 0.287
H -3.7018 1.5628 1.1209 0.252
H -0.9511 2.2389 3.4000 0.200
O -5.6709 -0.7805 -1.4604 -0.828
P -7.1442 -0.6132 -1.3040 0.634
N -7.2263 0.7879 -0.3389 0.370
C -8.2551 1.0749 0.6338 -0.777
C -6.6442 1.9921 -0.9151 -1.233
N -7.4291 -2.1037 -0.4319 0.198
C -7.5661 -2.0934 1.0156 -1.113
C -6.5147 -3.1742 -0.8289 -1.083
N -8.7193 -0.6474 -1.9170 0.155
C -9.0626 0.3912 -2.8832 -1.102
C -9.8467 -1.4288 -1.4464 -0.835
H -9.1941 1.4492 0.1927 0.216
H -7.8853 1.8448 1.3136 0.374
H -8.4883 0.2156 1.2525 0.123
H -7.2955 2.4586 -1.6690 0.286
H -5.6884 1.7588 -1.3840 0.327
H -6.4496 2.7276 -0.1328 0.408
H -6.7410 -1.5796 1.5259 0.288
H -7.6020 -3.1228 1.3787 0.388
H -8.5137 -1.6485 1.3269 0.299
H -5.5305 -3.0853 -0.3578 0.304
H -6.3655 -3.1822 -1.9068 0.369
H -6.9528 -4.1354 -0.5433 0.325
H -9.5811 1.2361 -2.4129 0.297
H -9.7045 -0.0066 -3.6725 0.379
H -8.1650 0.7775 -3.3695 0.338
H -10.2547 -1.0309 -0.5109 0.251
H -9.5875 -2.4720 -1.3055 0.262
H -10.6421 -1.3948 -2.1959 0.377
O 5.4891 0.9914 -1.2418 -0.886
P 6.7278 0.2100 -0.9745 0.725
N 7.5818 1.4664 -0.1490 0.100
C 9.0149 1.6262 -0.1056 -0.831
C 6.9265 2.0006 1.0396 -0.899
N 7.2990 -0.0832 -2.5814 0.208
C 8.3273 0.7606 -3.1631 -1.118
C 6.2030 -0.2609 -3.5335 -1.058
N 7.5996 -1.0568 -0.2926 0.230
C 7.3270 -1.3587 1.1096 -0.711
C 8.7430 -1.7376 -0.8620 -0.876
H 9.5205 0.9579 0.6131 0.224
H 9.2444 2.6518 0.1944 0.383
H 9.4778 1.4882 -1.0775 0.148
H 7.0257 1.3413 1.9121 0.319
H 5.8644 2.1508 0.8537 0.143
H 7.3538 2.9723 1.2994 0.374
H 8.0961 1.8322 -3.0973 0.320
H 8.4474 0.5002 -4.2168 0.402
H 9.3028 0.5768 -2.7104 0.270
H 5.7686 0.6923 -3.8545 0.317
H 5.4027 -0.8596 -3.1035 0.377
H 6.5799 -0.7872 -4.4145 0.321
H 8.0594 -0.8902 1.7775 0.291
H 7.3429 -2.4365 1.2832 0.409
H 6.3355 -1.0058 1.3973 -0.044
H 9.6490 -1.1237 -0.8107 0.264
H 8.5687 -2.0303 -1.8939 0.272
H 8.9318 -2.6549 -0.2996 0.389
```

Kohn-Sham gap in eV: 5.5
LUMO in eV: 2.2782
Energy in eV: -68687.5485
Net charge: -1
Highest occupied orbital energy in Eh: -0.1182

=====

No. 3
Formula: C3H8N2O2S
Source: the Open Molecules 2025 dataset
Level of theory: ωB97M-V/def2-TZVPD

The geometry in XYZ format:
```
16
Properties=species:S:1:pos:R:3:nbo_charge:R:1
C 2.3736 1.3756 -0.7361 -0.823
C -0.6709 -1.9464 1.8584 -0.260
C -0.2579 1.6529 -0.3488 0.002
N -0.1195 1.8452 -1.5721 -0.698
N -1.3732 -1.7934 0.7585 0.403
O -1.9029 -2.8878 0.1267 -0.534
O -1.6510 -0.7163 0.2499 -0.502
S 1.2381 1.3022 0.5561 0.219
H 1.8356 1.8170 -1.5504 0.278
H 2.4256 0.3408 -1.0081 0.217
H 3.4272 1.6191 -0.5876 0.240
H -0.3201 -1.0597 2.1992 0.208
H -0.3992 -2.8227 2.2541 0.199
H -1.1141 1.8214 0.3862 0.203
H -2.5020 -2.6338 -0.5207 0.490
H -0.9894 2.0861 -2.0652 0.358
```

Kohn-Sham gap in eV: 9.2
LUMO in eV: 0.7241
Structure (SMILES): C=[N+]([O-])O.[H]/N=C/SC
Energy in eV: -21146.0868
Highest occupied orbital energy in Eh: -0.3103

=====

No. 4
Formula: C12H12N2
Source: the Open Molecules 2025 dataset
Level of theory: ωB97M-V/def2-TZVPD

The geometry in XYZ format:
```
26
Properties=species:S:1:pos:R:3:nbo_charge:R:1
C -0.9832 1.4904 2.8516 -0.241
C -2.1635 1.5160 2.0718 -0.195
C 0.1522 0.8320 2.3709 -0.200
C -2.2102 0.9297 0.8320 -0.281
C 0.0810 0.2675 1.1863 -0.061
C -1.0594 0.2852 0.3469 0.187
C 3.0339 -0.1173 -1.0487 -0.209
C 2.3958 -1.0421 -1.9961 -0.312
C 2.3030 0.3299 0.0327 -0.196
C 1.0846 -1.2205 -1.8976 0.026
C 1.0875 -0.5045 0.3428 -0.107
C -1.9211 -0.8387 -1.6526 -0.401
N -0.8823 -0.4460 -0.8239 -0.267
N 0.3319 -1.1734 -0.7424 -0.242
H -0.9360 1.9756 3.7782 0.208
H -3.0659 1.7380 2.6351 0.217
H 1.1289 0.8214 2.8053 0.213
H -3.1884 0.9082 0.3053 0.216
H 3.8373 0.3318 -1.5252 0.209
H 2.9126 -1.3919 -2.9435 0.224
H 2.4375 1.1162 0.7006 0.214
H 0.6018 -1.7521 -2.7363 0.193
H 1.5417 -1.3113 0.9005 0.209
H -1.5814 -0.9176 -2.6956 0.198
H -2.4399 -1.8454 -1.4557 0.180
H -2.4984 0.0188 -1.6424 0.218
```

Kohn-Sham gap in eV: 7.8
LUMO in eV: 0.6908
Structure (SMILES): CN1c2ccccc2[C@@H]2C=CC=CN21
Energy in eV: -15615.1384
Highest occupied orbital energy in Eh: -0.2602